Entry from OMol25: C11H14BF3N6Pd as an isolated structure in a non-equilibrium geometry (ωB97M-V/def2-TZVPD).

As for the net charge: 0. The expectation value of S² is 2.005. The relative energy (zero: lowest compared OMol25 entry of this formula, charge and spin) comes out at 0.0 kJ/mol. The maximum force is 0.0451 Eh/bohr. As for the multiplicity: 3.

CARTESIAN COORDINATES (ANGSTROEM)
Pd -0.4073 -0.3565 -0.3489
F 0.0989 0.4876 2.3359
F 1.9266 0.3763 1.1126
F 1.0135 -1.4739 1.8814
N -1.1946 -0.2664 -2.2741
N 0.2475 1.6693 -0.9345
N -0.5531 0.2466 -3.3907
N 1.3971 -0.8348 -1.4190
N 1.7418 -0.2888 -2.6380
N 0.7168 1.9757 -2.1967
C -1.9331 -2.6403 1.3404
C -2.4134 -0.6850 -2.6618
C 2.8128 -0.9580 -3.1277
C 0.8516 3.3170 -2.3082
C 0.7166 -0.2364 1.3420
C -1.3591 0.1235 -4.4562
C -2.5423 -0.4662 -4.0399
C 0.1428 2.8028 -0.2429
C 3.1827 -1.9076 -2.1851
C 2.2737 -1.7890 -1.1213
C 0.5079 3.8803 -1.0822
B 0.8739 0.8494 -3.2594
H -1.6194 -1.5908 1.0439
H -3.0910 -1.1016 -1.9269
H -3.3826 -0.7105 -4.6509
H 1.3207 1.2522 -4.2906
H -2.3570 -2.6742 2.3459
H 2.2151 -2.3352 -0.1843
H 1.1589 3.7562 -3.2410
H 4.0060 -2.5978 -2.2483
H -1.0221 0.4523 -5.4284
H -0.1798 2.8137 0.7881
H 0.5084 4.9169 -0.8268
H 3.2117 -0.7069 -4.0975
H -1.0864 -3.3202 1.3169
H -2.7015 -3.0176 0.6700

Atomic forces in eV per Å
Pd 1.691 1.192 -0.549
F 0.553 -0.238 0.045
F -0.676 -0.402 0.546
F 0.167 0.622 0.158
N -1.421 -0.057 -1.830
N 0.446 0.751 -0.525
N -0.869 -0.730 0.885
N 0.774 0.028 -0.840
N -0.062 -0.725 0.738
N -0.414 0.118 0.966
C -0.097 0.339 -0.103
C 1.355 0.599 -0.673
C -0.538 0.073 0.927
C -0.305 -0.594 1.055
C -0.197 -0.150 0.436
C -0.070 -0.220 0.610
C -0.233 -0.037 -0.010
C 0.346 0.212 -1.361
C 0.237 -0.115 -0.125
C 0.001 0.368 -0.895
C -0.018 -0.440 -0.132
B -0.379 -0.413 1.130
H -0.471 -1.191 0.565
H 0.071 0.019 -0.247
H -0.270 -0.033 -0.215
H -0.061 -0.026 -0.038
H 0.163 0.379 -0.034
H -0.032 0.187 -0.277
H 0.099 0.049 0.021
H 0.015 0.014 -0.044
H -0.113 -0.031 0.091
H 0.023 -0.118 -0.115
H 0.032 0.318 0.057
H 0.070 0.000 0.101
H 0.172 0.143 -0.100
H 0.010 0.109 -0.218